1.
One molecule with the formula C5H4F3NO2. Source: the Open Molecules 2025 dataset; level of theory: the ωB97M-V functional and the def2-TZVPD basis.

```
15
Properties=species:S:1:pos:R:3:forces:R:3
C 0.9085 0.0019 1.7213 0.0 0.1 0.1
C 0.4761 -0.3532 0.3514 -0.5 0.2 -0.5
C -0.4646 0.1576 -0.4373 0.5 -2.8 -3.3
C -1.4269 1.2838 -0.3867 -0.4 0.6 0.3
F -1.0667 2.1991 0.5244 0.2 -0.1 0.2
F -1.4905 1.9227 -1.5657 0.1 -0.2 -0.2
F -2.6732 0.9020 -0.0849 0.1 -0.2 0.0
N -0.5494 -0.7885 -1.7593 -0.8 2.4 3.6
O 0.5402 -1.6277 -1.5865 0.5 -0.4 -0.6
C 1.1274 -1.4893 -0.3716 -0.1 0.5 0.3
O 2.0280 -2.1818 -0.0001 -0.2 0.0 -0.1
H 0.7920 1.0651 1.9148 0.0 0.0 0.0
H 1.9457 -0.3004 1.8573 0.0 0.0 0.1
H 0.2962 -0.5472 2.4364 0.1 0.0 0.1
H -0.4428 -0.2442 -2.6137 0.5 0.0 0.1
```
Positions in Å, forces in eV/Å.

Summary:
Energy (eV): -18985.803
HOMO (Eh): -0.367
Multiplicity: 1


2.
One molecule with the formula C5H4FN. Source: the Open Molecules 2025 dataset; level of theory: the ωB97M-V functional and the def2-TZVPD basis.

```
11
Properties=species:S:1:pos:R:3:forces:R:3
C 0.7324 1.6871 -0.7382 2.2 2.0 0.5
C 0.6271 0.4945 -0.1903 -0.8 -2.0 -0.3
F 1.7508 -0.1382 0.2971 -1.4 0.5 0.1
C -0.6993 -0.4639 -0.2586 5.3 0.3 -1.1
C -0.5326 -1.7102 -0.7260 1.9 2.3 0.9
C -1.8839 0.2037 -0.0005 -1.6 0.6 0.6
N -2.8224 0.7955 0.3002 -0.1 0.0 -0.2
H 1.6890 2.4104 -0.5602 -2.4 -2.2 -0.7
H -0.0532 2.0580 -1.3799 -0.2 0.2 0.4
H 0.4074 -2.1962 -0.9579 0.2 0.5 0.2
H -1.3492 -2.2680 -0.8750 -3.0 -2.2 -0.5
```
Positions in Å, forces in eV/Å.

Summary:
Energy (eV): -9454.665
HOMO (Eh): -0.370
Multiplicity: 1


3.
One molecule with the formula C5H4FNO2. Source: the Open Molecules 2025 dataset; level of theory: the ωB97M-V functional and the def2-TZVPD basis.

```
13
Properties=species:S:1:pos:R:3:forces:R:3
C 1.8942 -0.4741 0.4786 0.1 0.8 0.0
C 1.4727 0.7469 0.2828 -0.1 0.1 0.0
C -0.1038 -1.5482 -0.0691 0.5 0.4 -0.1
C -1.2824 -1.5133 -0.6302 -0.1 -0.5 0.1
C 0.6009 1.6557 -0.0642 0.3 0.5 -0.7
N 1.0180 -1.5659 0.4292 -0.5 -1.3 0.2
O -2.4638 -1.2201 0.0073 -0.2 0.3 0.3
O -0.1657 2.4189 0.7254 0.0 -0.2 0.0
F 0.5341 2.0475 -1.3709 -0.2 -0.1 0.6
H 2.9053 -0.7355 0.7467 0.1 0.0 0.0
H -1.4341 -1.9137 -1.6196 0.1 0.1 -0.1
H -2.2872 -0.9169 0.9070 0.0 0.0 -0.1
H -0.6881 3.0188 0.1771 0.1 0.0 0.0
```
Positions in Å, forces in eV/Å.

Summary:
Energy (eV): -13548.064
HOMO (Eh): -0.309
Multiplicity: 1


no.,LUMO level (eV)
1,0.07
2,-0.23
3,-0.04